Record 1
# C12H17BHfN6O2

A molecular structure, C12H17BHfN6O2 (the ωB97M-V functional and the def2-TZVPD basis, the OMol25 dataset).

Each line ends with the Löwdin charge.
Geometry (Å):
H (-0.6204, 3.1076, 1.8586)  0.124
N (-0.2617, 1.8316, 0.1825)  -0.092
B (0.3839, 0.8549, -2.0903)  -0.427
N (0.3032, 2.0580, -1.0756)  -0.018
C (0.6393, 3.3531, -1.1793)  -0.011
Hf (-0.7738, -0.2758, 0.8514)  1.645
H (1.0923, 3.7351, -2.0868)  0.147
C (0.3352, 4.0003, 0.0235)  -0.003
H (0.5185, 5.0329, 0.2736)  0.118
C (-0.2289, 3.0193, 0.8513)  -0.076
H (0.8502, 1.2248, -3.1319)  0.132
C (-2.0683, -2.0239, 1.5720)  -0.045
H (-2.3754, -2.2105, 2.6071)  0.105
H (-1.0073, -2.3788, 1.5197)  0.068
H (-2.6321, -2.6734, 0.8921)  0.095
N (-1.0554, 0.2572, -2.2477)  -0.015
N (1.3100, -0.2501, -1.4417)  0.004
N (-1.7787, -0.2107, -1.1539)  -0.115
N (0.9463, -0.8717, -0.2439)  -0.131
C (-1.8074, 0.1531, -3.3543)  -0.004
C (2.4673, -0.7739, -1.8572)  0.002
H (-1.4050, 0.4673, -4.3071)  0.149
H (2.9277, -0.4191, -2.7674)  0.151
C (-3.0385, -0.3951, -3.0081)  -0.001
C (2.8909, -1.7361, -0.9392)  0.003
C (-2.9871, -0.6163, -1.6256)  -0.086
C (1.9280, -1.7710, 0.0715)  -0.078
H (-3.8525, -0.6312, -3.6665)  0.118
H (3.7741, -2.3412, -0.9880)  0.118
H (-3.7295, -1.0253, -0.9570)  0.117
H (1.8516, -2.3604, 0.9798)  0.112
H (-2.4276, -0.9087, 1.3858)  0.057
C (2.1568, -1.1313, 3.8932)  0.013
O (0.9413, -0.3190, 3.8770)  -0.006
C (0.1920, -0.3292, 2.8201)  -0.361
O (-0.8063, 0.5288, 2.7443)  -0.124
H (2.5070, -1.1536, 4.9277)  0.113
H (2.9183, -0.6730, 3.2484)  0.108
H (1.9222, -2.1450, 3.5420)  0.095

Values from the calculation:
* frontier orbital gap: 7.863 eV
* calculated total energy: -27725.1490 eV
* charge: +2
* HOMO level: -0.57579 Eh
* LUMO: -7.80 eV
* multiplicity: 1



Record 2
# C12H17Br2N2O3

2 unconnected molecules or ions with the total composition C12H17Br2N2O3 (the ωB97M-V functional and the def2-TZVPD basis, the OMol25 dataset).

Each line ends with the Löwdin charge.
Geometry (Å):
C (0.7194, 0.5023, 2.9569)  -0.142
C (-0.8514, 0.8694, 2.8074)  -0.616
Br (-1.2429, 2.2314, 1.3827)  0.680
C (-1.8679, 0.2838, 3.6161)  -0.537
Br (-1.4712, -1.1111, 4.9980)  0.713
C (-3.3672, 0.7623, 3.4031)  -0.312
C (-4.3599, -0.1303, 2.4786)  -0.065
O (-5.5778, 0.6537, 2.7572)  -0.033
C (-5.4174, 1.4583, 3.9591)  -0.368
O (-6.0662, 2.4425, 4.3289)  0.159
O (-4.2572, 0.8288, 4.5753)  -0.031
H (1.2590, 1.5171, 3.0960)  0.089
H (0.9355, -0.1757, 3.8455)  0.051
H (1.0425, 0.0791, 1.9459)  0.067
H (-3.5571, 1.8128, 2.9503)  0.136
H (-3.9027, -0.0556, 1.4367)  0.134
H (-4.6204, -1.1637, 2.8966)  0.153
C (4.1815, -1.6904, -4.5505)  -0.061
C (3.5918, -1.9857, -3.1838)  -0.164
N (2.7315, -0.8940, -2.7140)  -0.052
C (3.1577, 0.3528, -2.2995)  0.015
C (2.0476, 1.0429, -1.9221)  0.017
N (0.9722, 0.1975, -2.1030)  -0.088
C (1.4042, -0.9682, -2.5918)  0.001
C (-0.4248, 0.5007, -1.8056)  0.001
H (4.7882, -0.7815, -4.5297)  0.080
H (4.8165, -2.5160, -4.8776)  0.091
H (3.3912, -1.5461, -5.2916)  0.088
H (4.3843, -2.1330, -2.4456)  0.135
H (2.9982, -2.9021, -3.2214)  0.130
H (4.2066, 0.5903, -2.3280)  0.144
H (1.8843, 2.0348, -1.5377)  0.142
H (0.7875, -1.8223, -2.8351)  0.177
H (-0.7904, -0.2098, -1.0628)  0.101
H (-1.0101, 0.4126, -2.7219)  0.109
H (-0.5150, 1.5127, -1.4127)  0.053

Values from the calculation:
* frontier orbital gap: 8.704 eV
* calculated total energy: -161918.0958 eV
* charge: +1
* HOMO level: -0.43359 Eh
* LUMO: -3.09 eV
* multiplicity: 1



Record 3
# C12H17ClN4S

C12H17ClN4S in the gas phase (the ωB97M-V functional and the def2-TZVPD basis, the OMol25 dataset).

Each line ends with the Löwdin charge.
Geometry (Å):
C (-0.6886, 1.1225, -4.0639)  -0.435
S (0.1589, -0.4675, -4.1124)  0.859
C (0.6132, -0.5920, -2.3829)  -0.638
N (1.8928, -0.5997, -2.0346)  0.046
C (2.1665, -0.4513, -0.7510)  -0.604
Cl (3.8856, -0.7173, -0.2856)  0.646
C (1.2164, -0.2194, 0.2302)  -0.172
C (-0.1247, -0.2646, -0.1764)  -0.238
N (-0.3934, -0.5121, -1.4702)  0.126
N (-1.2122, -0.0129, 0.6300)  -0.034
C (-2.5544, -0.4675, 0.2739)  -0.184
C (-2.7323, -1.9620, 0.4917)  -0.124
C (-3.1527, -2.3924, 2.0059)  -0.169
N (-2.1041, -2.0467, 3.0346)  -0.067
C (-0.8256, -1.4120, 2.7501)  -0.189
C (-0.9127, -0.0054, 2.0840)  -0.248
C (0.3875, 0.8030, 2.3509)  -0.129
C (1.6297, 0.2796, 1.5821)  -0.167
H (-1.2234, 1.1950, -5.0210)  0.023
H (-1.3135, 1.2608, -3.1481)  0.038
H (-0.0295, 2.0435, -4.1083)  0.051
H (-3.2474, 0.2290, 0.7658)  0.128
H (-2.8012, -0.2454, -0.7759)  0.111
H (-3.6117, -2.2497, -0.1268)  0.110
H (-1.7754, -2.5393, 0.1914)  0.140
H (-4.1459, -2.1006, 2.3009)  0.092
H (-3.4047, -3.3736, 1.9130)  0.054
H (-1.9933, -2.8054, 3.7236)  0.110
H (-0.1346, -2.0364, 2.0925)  0.130
H (-0.2394, -1.3266, 3.7037)  0.130
H (-1.7116, 0.6269, 2.6136)  0.167
H (0.7243, 0.7878, 3.3914)  0.112
H (0.2926, 1.8563, 2.0673)  0.118
H (2.3479, 1.0837, 1.4908)  0.111
H (2.0837, -0.5861, 2.0227)  0.099

Values from the calculation:
* relative energy (zero: lowest compared OMol25 entry of this formula, charge and spin): 0.0 kcal per mole
* frontier orbital gap: 9.127 eV
* calculated total energy: -42037.0103 eV
* HOMO level: -0.31039 Eh
* SMILES: CSc1nc(Cl)c2c(n1)N1CCCNC[C@H]1CC2
* LUMO: 0.68 eV
* multiplicity: 1



Record 4
# C12H17CuF6N3O2P

A molecular structure, C12H17CuF6N3O2P (the ωB97M-V functional and the def2-TZVPD basis, the OMol25 dataset).

Each line ends with the Mulliken spin population.
Geometry (Å):
Cu (-0.1263, 0.5669, 0.1827)  0.327
O (0.9986, 0.7160, 2.1111)  0.328
H (1.5285, 1.5303, 2.2136)  -0.015
O (-1.4710, 2.4409, 0.8129)  0.354
H (-0.8320, 2.7837, 0.1581)  -0.014
P (1.4857, 2.0945, -2.7785)  -0.004
F (0.9759, 0.9598, -1.7263)  0.015
F (0.2977, 1.6162, -3.8058)  0.000
F (0.4817, 3.1463, -2.0168)  -0.002
F (1.9370, 3.3203, -3.8260)  0.000
F (2.6087, 2.5743, -1.6812)  -0.001
F (2.4987, 0.9961, -3.4598)  0.000
N (-2.2259, -1.2902, -0.3309)  -0.002
C (-1.8677, -0.8471, -1.5679)  0.014
C (-0.5628, -1.3339, -1.8819)  -0.006
C (-0.2054, -2.1557, -0.7496)  0.011
C (-1.2192, -2.0630, 0.1679)  0.000
H (-3.1287, -1.1750, 0.1071)  -0.002
H (-2.6160, -0.2402, -2.0557)  0.003
H (-0.0336, -1.1047, -2.7950)  -0.001
H (0.7090, -2.7211, -0.6468)  0.002
H (-1.2989, -2.5639, 1.1214)  0.003
N (-3.4864, 0.7545, 1.4198)  -0.007
C (-3.5894, -0.0065, 2.5713)  -0.006
C (-4.6877, -0.8678, 2.4639)  0.001
C (-5.2375, -0.6487, 1.2126)  -0.001
C (-4.5567, 0.3823, 0.6385)  -0.001
H (-2.7453, 1.4104, 1.2178)  0.008
H (-2.8825, 0.1694, 3.3686)  -0.001
H (-5.0064, -1.6298, 3.1597)  0.000
H (-6.1517, -1.1176, 0.8800)  0.000
H (-4.6734, 0.8720, -0.3170)  -0.001
N (3.4336, -0.2756, 0.7905)  0.004
C (4.2169, 0.0987, -0.3191)  0.000
C (5.4415, -0.5499, -0.1202)  0.001
C (5.3821, -1.3816, 1.0093)  0.000
C (4.1021, -1.1682, 1.6067)  0.002
H (2.5679, 0.1702, 1.0586)  -0.009
H (3.9095, 0.8521, -1.0293)  -0.001
H (6.2795, -0.5426, -0.8015)  0.000
H (6.1321, -2.1387, 1.1845)  0.000
H (3.6177, -1.6333, 2.4525)  0.001

Values from the calculation:
* frontier orbital gap (spin up / spin down): 8.060 / 5.288 eV
* calculated total energy: -91523.7520 eV
* charge: -1
* HOMO level (spin up / spin down): -0.19560 / -0.19559 Eh
* LUMO (spin up / spin down): 2.74 / -0.03 eV
* multiplicity: 2



Record 5
# C12H17CuN3O12

A molecular structure, C12H17CuN3O12 (the ωB97M-V functional and the def2-TZVPD basis, the OMol25 dataset).

Each line ends with the Mulliken spin population.
Geometry (Å):
Cu (0.4740, 0.1232, -0.0814)  0.817
N (2.9223, -1.6572, -0.8953)  -0.001
O (3.5879, -2.2887, -1.7026)  0.005
O (3.3435, -0.8656, -0.0678)  0.004
O (1.6429, -1.7180, -0.9204)  0.053
N (3.0051, 2.4527, -0.3041)  -0.001
O (2.8938, 3.0246, 0.7281)  0.001
O (2.0361, 1.7714, -0.7915)  0.013
O (3.9760, 2.6536, -1.0476)  0.002
C (-1.2115, -0.8000, -4.2224)  0.000
C (-0.8786, -0.3804, -2.9113)  0.001
C (-1.7741, -0.9549, -1.7334)  -0.011
O (-1.3784, -0.6666, -0.6175)  0.096
C (-2.7371, -1.9884, -2.0450)  0.017
C (-2.8366, -2.4592, -3.3220)  0.000
C (-2.0681, -1.8013, -4.4880)  0.001
O (-2.3342, -1.9961, -5.7461)  -0.001
O (-3.7370, -3.3969, -3.5286)  0.005
O (0.0865, 0.3950, -2.5934)  -0.002
H (-0.7327, -0.3770, -5.0932)  0.000
H (-3.1804, -2.3903, -1.1460)  -0.001
C (-1.7364, 2.8044, -0.5532)  0.000
O (-1.0972, 2.0089, 0.4418)  0.007
C (-0.7482, 2.7323, 1.6125)  -0.001
C (-0.1675, 1.7822, 2.6430)  -0.001
N (0.9857, 1.1296, 1.9998)  -0.005
C (1.6143, 0.1024, 2.8490)  0.001
C (0.9281, -1.2029, 3.0110)  -0.001
O (0.3396, -1.5034, 1.7325)  0.000
C (-0.2290, -2.8993, 1.5633)  0.001
H (-1.8932, 2.1539, -1.4136)  0.000
H (-1.1101, 3.6227, -0.9085)  0.000
H (-2.6136, 3.3306, -0.1767)  0.001
H (-1.6803, 3.0415, 2.0855)  0.001
H (-0.0022, 3.5124, 1.4610)  0.000
H (-0.8650, 1.0274, 3.0063)  0.000
H (0.1025, 2.3438, 3.5373)  0.000
H (1.7029, 1.8234, 1.8433)  0.002
H (1.9022, 0.5036, 3.8207)  0.000
H (2.6256, -0.0162, 2.4601)  0.000
H (0.2888, -1.1609, 3.8927)  0.000
H (1.6547, -1.9826, 3.2398)  0.000
H (-1.2011, -3.0637, 2.0282)  0.000
H (0.4320, -3.7122, 1.8637)  0.000
H (-0.3322, -3.0580, 0.4899)  -0.001

Values from the calculation:
* relative energy (zero: lowest compared OMol25 entry of this formula, charge and spin): 64.4 kcal per mole
* frontier orbital gap (spin up / spin down): 5.535 / 4.572 eV
* calculated total energy: -86390.3346 eV
* charge: -2
* HOMO level (spin up / spin down): -0.04700 / -0.04679 Eh
* LUMO (spin up / spin down): 4.26 / 3.30 eV
* multiplicity: 2



Record 6
# C12H17F3N4O3PtSTe

A molecular structure, C12H17F3N4O3PtSTe (the ωB97M-V functional and the def2-TZVPD basis, the OMol25 dataset).

Each line ends with the Löwdin charge.
Geometry (Å):
Pt (-0.9892, 0.4759, 1.3698)  0.784
N (1.1682, -0.0932, 1.9064)  0.000
C (1.6122, -1.4937, 1.7877)  -0.262
C (3.0712, -1.5562, 1.3074)  -0.136
C (3.3495, -0.9387, -0.0855)  -0.145
C (3.2835, -1.8997, -1.2875)  -0.148
N (1.9367, -2.1660, -1.7844)  0.102
C (1.1858, -1.2494, -2.3832)  -0.452
N (1.7478, -0.2106, -3.0179)  0.204
N (-0.1388, -1.4142, -2.4225)  0.200
C (0.7463, -2.3565, 0.8423)  -0.663
O (1.1892, -3.5046, 0.6255)  -0.016
O (-0.2635, -1.8282, 0.3275)  -0.122
H (1.6115, 0.4728, 1.1931)  0.041
H (1.4434, 0.2994, 2.7988)  0.107
H (1.5488, -1.9578, 2.7737)  0.153
H (3.3627, -2.6050, 1.3107)  0.115
H (3.6982, -1.0372, 2.0380)  0.114
H (4.3589, -0.5250, -0.0669)  0.114
H (2.6742, -0.1010, -0.2940)  0.096
H (3.7026, -2.8647, -1.0091)  0.130
H (3.8888, -1.5094, -2.1085)  0.110
H (1.4355, -2.8795, -1.2401)  0.126
H (2.7390, -0.0658, -2.9712)  0.109
H (1.1770, 0.5859, -3.2421)  0.118
H (-0.5287, -1.8091, -1.5580)  0.086
H (-0.6843, -0.6693, -2.8276)  0.099
F (-0.7956, 2.7349, -0.4660)  0.015
C (-0.0993, 1.6604, -0.0600)  -0.740
F (0.3082, 1.0277, -1.2248)  -0.049
F (1.0863, 2.1887, 0.4219)  -0.016
O (-2.5041, -0.7645, 3.7142)  0.121
C (-1.9110, -0.3460, 2.8471)  -0.327
Te (-3.0030, 0.3124, -0.4051)  0.913
C (-4.1355, 1.9767, 0.1686)  -1.028
C (-4.9539, 2.7435, -0.6085)  -0.261
C (-5.6507, 3.7438, 0.1275)  -0.206
C (-5.3446, 3.7214, 1.4518)  -0.434
S (-4.2161, 2.4819, 1.8078)  0.899
H (-5.0480, 2.6068, -1.6769)  0.093
H (-6.3426, 4.4476, -0.3122)  0.097
H (-5.7165, 4.3656, 2.2319)  0.060

Values from the calculation:
* relative energy (zero: lowest compared OMol25 entry of this formula, charge and spin): 16.8 kcal per mole
* frontier orbital gap: 6.707 eV
* calculated total energy: -54352.0669 eV
* HOMO level: -0.25887 Eh
* LUMO: -0.34 eV
* multiplicity: 1



Record 7
# C12H17N

2 unconnected molecules or ions with the total composition C12H17N (the ωB97M-V functional and the def2-TZVPD basis, the OMol25 dataset).

Each line ends with the Mulliken spin population.
Geometry (Å):
C (1.0199, -3.3256, 0.1508)  -0.055
C (2.4977, -3.7332, -0.0997)  0.010
C (0.6652, -1.9555, -0.3346)  -0.082
C (-0.0619, -1.6017, -1.4464)  0.394
C (1.0992, -0.8068, 0.3621)  0.054
C (0.6211, 0.3120, -0.4018)  -0.070
C (1.9504, -0.4895, 1.4844)  0.313
C (0.8138, 1.6193, 0.0016)  0.238
C (1.9528, 0.8127, 1.9725)  -0.093
C (1.5533, 1.8963, 1.1917)  0.169
N (-0.0059, -0.1804, -1.5367)  -0.011
H (0.4127, -4.0883, -0.3574)  0.022
H (0.7590, -3.4776, 1.2038)  -0.004
H (2.5576, -4.3182, -1.0113)  0.005
H (-0.5682, -2.1566, -2.2150)  -0.002
H (0.1042, 0.2482, -2.4362)  -0.009
H (2.3791, -1.3412, 1.9835)  0.049
H (0.5556, 2.4549, -0.6457)  0.037
H (2.3266, 0.9883, 2.9515)  0.000
H (1.7487, 2.8925, 1.5612)  0.031
H (2.7776, -4.4341, 0.6871)  -0.003
H (3.0786, -2.8329, -0.2768)  0.001
C (-4.1309, 2.6103, 0.0836)  0.011
C (-3.0095, 3.2343, -0.7341)  0.002
H (-4.9595, 2.2729, -0.5250)  0.000
H (-3.7420, 1.7968, 0.7007)  -0.004
H (-4.3353, 3.3615, 0.8487)  -0.003
H (-2.2411, 3.8449, -0.2719)  -0.001
H (-3.4218, 3.8394, -1.5522)  -0.002
H (-2.3969, 2.5573, -1.3384)  0.003

Values from the calculation:
* relative energy (zero: lowest compared OMol25 entry of this formula, charge and spin): 19.9 kcal per mole
* frontier orbital gap (spin up / spin down): 3.017 / 6.434 eV
* calculated total energy: -14208.1712 eV
* charge: -1
* HOMO level (spin up / spin down): 0.02079 / -0.10560 Eh
* LUMO (spin up / spin down): 3.58 / 3.56 eV
* multiplicity: 2



Record 8
# C12H17N

2 unconnected molecules or ions with the total composition C12H17N (the ωB97M-V functional and the def2-TZVPD basis, the OMol25 dataset).

Each line ends with the Löwdin charge.
Geometry (Å):
C (-0.6325, 4.1618, 0.5669)  -0.120
C (-1.1618, 2.7835, 0.3249)  -0.221
C (-0.3519, 1.6943, -0.2838)  -0.194
C (1.0150, 1.6759, -0.2076)  -0.048
N (1.5336, 0.6075, -0.9088)  0.068
C (0.4838, -0.0626, -1.5060)  -0.199
C (0.6023, -1.3231, -2.0988)  -0.022
C (-0.6079, -1.8238, -2.5712)  -0.117
C (-1.8055, -1.1579, -2.3993)  -0.104
C (-1.8770, 0.0177, -1.6292)  -0.033
C (-0.7429, 0.6434, -1.1569)  -0.120
H (-0.7124, 4.8290, -0.3115)  0.077
H (0.4208, 4.4306, 0.7317)  0.068
H (-1.2081, 4.7210, 1.3051)  0.070
H (-1.6013, 2.3850, 1.2507)  0.114
H (-2.0810, 2.8161, -0.2813)  0.116
H (1.6890, 2.3909, 0.2358)  0.119
H (2.4996, 0.5284, -1.1398)  0.141
H (1.6245, -1.5483, -2.3715)  0.108
H (-0.5774, -2.6972, -3.2147)  0.097
H (-2.7010, -1.5701, -2.8392)  0.095
H (-2.8963, 0.3616, -1.4874)  0.105
C (0.4020, -2.9107, 2.4698)  -0.178
C (1.9271, -2.9968, 2.5044)  -0.165
H (-0.1156, -3.5597, 3.1919)  0.060
H (-0.0405, -1.9381, 2.6734)  0.058
H (0.0088, -3.3442, 1.5515)  0.055
H (2.2484, -3.1254, 3.5419)  0.060
H (2.4122, -2.1149, 2.1091)  0.052
H (2.2459, -3.8737, 1.9497)  0.058

Values from the calculation:
* relative energy (zero: lowest compared OMol25 entry of this formula, charge and spin): 29.4 kcal per mole
* frontier orbital gap: 8.585 eV
* calculated total energy: -14209.0623 eV
* HOMO level: -0.28346 Eh
* SMILES: CCc1c[nH]c2ccccc12.CC
* LUMO: 0.87 eV
* multiplicity: 1